Entry 1:
ORCA calculation (ωB97M-V/def2-TZVPD) on one molecule with the formula C4H8O3.

Cartesian coordinates (Å):
1 C -1.73 0.95 -0.43
2 C -0.24 0.61 -0.55
3 O 0.50 1.35 0.41
4 C 0.02 -0.89 -0.42
5 O 1.43 -1.16 -0.35
6 C 1.99 -1.07 0.85
7 O 1.42 -0.83 1.89
8 H -2.19 1.28 -1.37
9 H -1.73 1.78 0.28
10 H -2.33 0.13 -0.02
11 H 0.16 0.95 -1.52
12 H 0.43 0.90 1.26
13 H -0.34 -1.44 -1.29
14 H -0.46 -1.28 0.48
15 H 3.06 -1.28 0.78

Properties
SMILES = C[C@@H](O)COC=O
frontier orbital gap = 0.4156 Ha
energy relative to the best compared isomer or geometry (same formula, charge and spin) = 24.6 kcal/mol
E_tot = -10419.9348 eV

---

Entry 2:
ORCA calculation (ωB97M-V/def2-TZVPD) on one molecule with the formula C10H19P in a non-equilibrium geometry.

Cartesian coordinates (Å):
1 C -0.65 -1.21 -2.22
2 C -0.55 -1.00 -0.72
3 C -0.84 -1.94 0.13
4 C -0.71 -1.70 1.58
5 C -0.24 -0.20 1.58
6 C -0.29 0.33 0.10
7 C -1.35 1.39 -0.05
8 P -3.01 0.71 0.11
9 C 1.04 0.84 -0.40
10 C 1.44 2.22 0.21
11 C 2.11 -0.28 -0.20
12 H -1.79 -1.20 -2.50
13 H -0.12 -2.21 -2.35
14 H -0.03 -0.35 -2.63
15 H -1.05 -3.03 -0.31
16 H -1.57 -1.83 2.19
17 H -0.01 -2.26 2.03
18 H -0.88 0.26 2.21
19 H 0.77 0.10 1.98
20 H -1.40 1.93 -1.00
21 H -1.07 2.12 0.68
22 H -2.82 -0.52 0.86
23 H -2.60 0.00 -1.00
24 H 0.88 1.09 -1.51
25 H 1.47 2.02 1.38
26 H 0.67 2.89 -0.01
27 H 2.50 2.57 -0.12
28 H 1.70 -0.82 0.70
29 H 3.05 0.10 0.20
30 H 2.22 -1.12 -1.02

Properties
SMILES = CC1=CCC[C@@]1(CP)C(C)C
frontier orbital gap = 0.3621 Ha
energy relative to the best compared isomer or geometry (same formula, charge and spin) = 28.8 kcal/mol
E_tot = -19963.7934 eV

---

Entry 3:
ORCA calculation (ωB97M-V/def2-TZVPD) on one molecule with the formula C2H4Cl2N6 in a non-equilibrium geometry.

Cartesian coordinates (Å):
1 N 0.54 -1.81 0.22
2 C 0.87 -0.51 0.25
3 N 2.01 -0.29 0.86
4 Cl 2.75 1.28 0.43
5 N 0.15 0.48 -0.42
6 N -1.06 0.07 -0.67
7 C -1.76 0.92 -1.53
8 N -1.10 1.63 -2.42
9 N -3.00 0.69 -1.88
10 Cl -3.80 -0.57 -0.88
11 H -0.02 -2.10 -0.51
12 H 1.40 -2.32 0.37
13 H -1.66 2.05 -3.18
14 H -0.15 1.30 -2.51

Properties
SMILES = NC(=N/Cl)/N=N/C(N)=N\Cl
frontier orbital gap = 0.2605 Ha
energy relative to the best compared isomer or geometry (same formula, charge and spin) = 27.6 kcal/mol
E_tot = -36119.9360 eV

---

Entry 4:
ORCA calculation (ωB97M-V/def2-TZVPD) on a 5-piece molecular cluster, CH10O5 overall in a non-equilibrium geometry.

Cartesian coordinates (Å):
1 C 2.27 2.68 -3.20
2 O 2.12 3.19 -4.40
3 H 3.34 2.57 -2.96
4 H 1.45 2.33 -2.56
5 O -0.80 1.24 0.91
6 H -1.31 1.04 0.07
7 H 0.10 1.26 0.72
8 O -1.20 -1.28 3.66
9 H -1.13 -0.88 2.89
10 H -0.40 -1.17 4.23
11 O 0.79 -2.11 0.66
12 H 0.52 -2.99 0.94
13 H 1.76 -2.45 0.35
14 O -2.52 -2.39 0.78
15 H -3.09 -3.08 1.15
16 H -2.01 -1.85 1.51

Properties
SMILES = C=O.O.O.O.O
frontier orbital gap = 0.3891 Ha
energy relative to the best compared isomer or geometry (same formula, charge and spin) = 53.1 kcal/mol
E_tot = -11434.1740 eV